(1)
# C34H46B2BrN7PbS3

A structure of composition C34H46B2BrN7PbS3 (the ωB97M-V functional and the def2-TZVPD basis, the Open Molecules 2025 dataset).

- calculated total energy (Ha) = -5717.64879
- frontier orbital gap (eV) = 6.577

Element x y z (Å)
Pb -0.406 -3.105 0.036
C -1.616 -0.925 5.063
C -0.804 -0.239 4.016
C -0.061 0.870 4.277
C 0.720 1.454 3.251
N 0.752 0.918 2.070
N 0.028 -0.173 1.789
B 0.344 -0.569 0.370
N -0.613 -0.167 -0.680
N -1.568 0.680 -0.247
C -2.412 1.182 -1.089
C -2.348 0.863 -2.473
C -1.431 -0.033 -2.929
C -1.360 -0.417 -4.371
C -0.521 -0.612 -1.983
S 0.571 -1.825 -2.404
C -3.479 2.114 -0.540
C -4.835 1.404 -0.680
C -3.223 2.426 0.936
C -3.483 3.419 -1.346
N 1.786 -0.458 0.027
N 2.007 0.500 -0.894
C 3.204 0.708 -1.331
C 4.292 -0.102 -0.894
C 4.095 -1.063 0.041
C 5.197 -1.950 0.516
C 2.772 -1.235 0.582
S 2.453 -2.279 1.847
C 3.404 1.837 -2.329
C 2.097 2.599 -2.559
C 3.884 1.244 -3.660
C 4.459 2.801 -1.770
C -0.783 -0.786 2.688
S -1.720 -2.133 2.289
C 1.550 2.724 3.395
C 2.984 2.438 2.923
C 1.577 3.227 4.836
C 0.925 3.795 2.485
H -1.543 -0.410 6.019
H -1.269 -1.953 5.176
H -2.660 -0.985 4.756
H -0.056 1.292 5.274
H -3.038 1.324 -3.168
H -2.293 -0.173 -4.878
H -1.151 -1.480 -4.468
H -0.543 0.117 -4.861
H -4.853 0.506 -0.061
H -5.028 1.117 -1.716
H -5.642 2.062 -0.354
H -3.226 1.512 1.529
H -4.002 3.091 1.311
H -2.253 2.909 1.065
H -3.809 3.259 -2.375
H -2.487 3.866 -1.361
H -4.169 4.134 -0.889
H 5.276 0.045 -1.320
H 6.114 -1.748 -0.036
H 4.915 -2.995 0.377
H 5.372 -1.807 1.582
H 1.327 1.937 -2.956
H 2.269 3.408 -3.271
H 1.725 3.023 -1.625
H 3.151 0.533 -4.047
H 4.838 0.726 -3.548
H 4.014 2.044 -4.390
H 4.117 3.237 -0.829
H 4.639 3.610 -2.480
H 5.409 2.297 -1.589
H 3.462 1.688 3.556
H 3.578 3.353 2.967
H 2.978 2.070 1.897
H 2.024 2.489 5.506
H 0.576 3.473 5.196
H 2.181 4.133 4.885
H 0.884 3.431 1.458
H 1.522 4.709 2.512
H -0.089 4.038 2.809
Br -6.723 -3.842 -2.894
C -5.009 -3.671 -2.081
C -4.121 -4.731 -2.121
C -2.867 -4.577 -1.541
C -2.500 -3.388 -0.919
C -3.425 -2.350 -0.876
C -4.678 -2.480 -1.461
H -4.402 -5.664 -2.590
H -2.174 -5.411 -1.579
H -3.191 -1.420 -0.366
H -5.392 -1.668 -1.427
B 0.779 -7.815 -0.262
C 0.335 -6.369 0.046
N 0.002 -5.271 0.218
H 1.663 -7.646 -1.074
H 1.174 -8.329 0.753
H -0.174 -8.381 -0.736

(2)
# C11H9Cl

A structure of composition C11H9Cl in a non-equilibrium geometry (the ωB97M-V functional and the def2-TZVPD basis, the Open Molecules 2025 dataset).

- calculated total energy (Ha) = -884.63829
- energy above the lowest of the compared OMol25 structures with the same formula, charge and spin (kcal/mol) = 28.2
- frontier orbital gap (eV) = 9.033

Element x y z (Å)
C 2.725 0.498 -0.614
C 1.873 0.266 -1.734
C 2.162 0.712 0.661
C 0.549 0.018 -1.546
C 0.756 0.673 0.771
C -0.023 0.367 -0.347
C -0.134 0.931 1.916
C -1.391 1.075 1.485
C -1.414 -2.249 -0.221
C -2.122 -1.258 0.269
C -1.444 0.511 0.097
Cl -2.656 1.228 -0.910
H 3.819 0.595 -0.567
H 2.141 0.029 -2.789
H 2.739 0.850 1.478
H -0.160 -0.319 -2.378
H 0.100 1.129 2.885
H -2.161 1.407 2.128
H -1.836 -3.244 -0.477
H -0.388 -2.114 -0.396
H -3.134 -1.104 0.287

(3)
# C10H16P2PtTe4

A structure of composition C10H16P2PtTe4 (the ωB97M-V functional and the def2-TZVPD basis, the Open Molecules 2025 dataset).

- expectation value of S² = 2.05
- calculated total energy (Ha) = -2264.83926
- frontier orbital gap (alpha / beta) (eV) = 5.144 / 5.264
- spin multiplicity = 3

Element x y z (Å)
Pt 1.831 1.242 -0.152
C -0.029 1.063 2.761
P -0.148 1.346 0.978
C -1.177 2.826 0.845
C -1.184 -0.048 0.403
C -2.507 -0.214 0.806
C -3.233 -1.320 0.397
C -2.640 -2.284 -0.411
C -1.327 -2.120 -0.820
C -0.594 -1.001 -0.426
P 1.118 -0.728 -1.023
C 2.044 -2.176 -0.460
C 0.975 -0.951 -2.813
H -1.003 0.968 3.242
H 0.518 1.899 3.204
H 0.569 0.168 2.934
H -2.026 2.790 1.531
H -1.544 2.958 -0.171
H -0.556 3.688 1.098
H -2.983 0.519 1.447
H -4.263 -1.433 0.712
H -3.201 -3.154 -0.726
H -0.873 -2.870 -1.458
H 1.652 -3.110 -0.866
H 2.013 -2.208 0.629
H 3.083 -2.055 -0.770
H 0.481 -1.895 -3.045
H 1.970 -0.936 -3.254
H 0.414 -0.118 -3.235
Te 3.743 1.555 -2.358
Te 2.070 3.543 -1.691
Te 2.908 3.285 1.135
Te 3.897 0.774 1.555

(4)
# CH4IN4P

An isolated molecule of CH4IN4P in a non-equilibrium geometry (the ωB97M-V functional and the def2-TZVPD basis, the Open Molecules 2025 dataset).

- calculated total energy (Ha) = -898.42019
- energy above the lowest of the compared OMol25 structures with the same formula, charge and spin (kcal/mol) = 48.7
- SMILES = P[C@H]1NN=NN1I
- frontier orbital gap (eV) = 7.410

Element x y z (Å)
P -0.987 0.916 -0.521
C -0.508 -0.954 -0.406
N 0.571 -1.200 0.553
N 0.007 -2.073 1.448
N -1.102 -2.504 1.135
N -1.490 -1.940 -0.045
I -3.464 -1.374 -0.306
H 0.063 1.291 0.266
H -1.881 0.904 0.623
H -0.075 -0.936 -1.472
H 1.093 -0.372 0.738

(5)
# C17H34O2P2Pb

A structure of composition C17H34O2P2Pb in a non-equilibrium geometry (the ωB97M-V functional and the def2-TZVPD basis, the Open Molecules 2025 dataset).

- calculated total energy (Ha) = -1693.37701
- energy above the lowest of the compared OMol25 structures with the same formula, charge and spin (kcal/mol) = 100.3
- frontier orbital gap (alpha / beta) (eV) = 6.555 / 6.339
- net charge = +2

Element x y z (Å)
P -0.641 -2.468 1.601
P -1.521 1.733 1.812
C -1.393 -0.962 0.604
C -0.691 0.358 0.903
H -2.459 -0.968 0.897
H -1.301 -1.231 -0.472
H 0.248 0.101 1.473
H -0.361 0.817 -0.047
C -2.843 2.618 0.911
H -3.145 3.526 1.460
H -3.735 1.993 0.777
H -2.491 2.942 -0.085
C -0.210 3.028 1.836
H -0.031 3.329 0.794
H 0.749 2.625 2.210
H -0.543 3.921 2.407
C -2.162 -3.478 1.327
H -2.054 -4.376 1.963
H -2.242 -3.761 0.261
H -3.017 -2.855 1.644
C 0.457 -3.437 0.449
H 0.894 -2.882 -0.395
H -0.082 -4.315 0.065
H 1.273 -3.776 1.108
Pb 2.077 -0.223 -1.061
C 1.608 1.449 -2.527
C 0.225 1.309 -2.232
C -0.774 0.537 -3.029
C -0.208 -0.793 -3.556
C 0.776 -1.514 -2.655
C 2.154 -1.580 -2.976
C 2.893 -0.532 -3.764
C 2.362 0.925 -3.748
C 1.989 -0.700 2.006
H 2.076 2.350 -2.107
H -0.178 2.119 -1.603
H -1.201 1.099 -3.884
H -1.628 0.303 -2.372
H -1.050 -1.476 -3.749
H 0.205 -0.645 -4.559
H 0.311 -2.344 -2.109
H 2.709 -2.508 -2.817
H 2.945 -0.832 -4.820
H 3.948 -0.528 -3.436
H 3.266 1.533 -3.922
H 1.778 1.084 -4.656
H 2.698 0.090 1.660
H 2.331 -1.711 1.835
H 1.716 -0.548 3.063
C -0.258 1.925 5.254
O -1.516 1.977 4.537
C -1.823 1.062 3.564
O -2.266 -0.061 3.781
H -0.506 2.134 6.294
H 0.441 2.681 4.861
H 0.203 0.934 5.226

(6)
# C18H23N3O3S

An isolated molecule of C18H23N3O3S (the ωB97M-V functional and the def2-TZVPD basis, the Open Molecules 2025 dataset).

- calculated total energy (Ha) = -1487.92471
- energy above the lowest of the compared OMol25 structures with the same formula, charge and spin (kcal/mol) = 22.4
- SMILES = CCCCn1c(SCC(=O)N2CCOCC2)nc2ccccc2c1=O
- frontier orbital gap (eV) = 8.752

Element x y z (Å)
C 3.922 2.234 0.152
C 2.966 2.981 1.076
C 1.623 2.272 1.239
C 1.734 1.005 2.089
N 0.467 0.299 2.139
C 0.098 -0.572 1.163
S 1.274 -0.864 -0.120
C 0.255 -1.796 -1.303
C -0.467 -0.876 -2.276
O -1.681 -0.844 -2.308
N 0.295 -0.091 -3.070
C 1.729 -0.134 -3.248
C 2.038 -0.579 -4.685
O 1.430 0.274 -5.624
C 0.029 0.304 -5.454
C -0.345 0.772 -4.045
N -1.010 -1.211 1.108
C -1.936 -0.998 2.090
C -3.162 -1.667 2.033
C -4.095 -1.463 3.023
C -3.832 -0.597 4.085
C -2.632 0.072 4.151
C -1.671 -0.121 3.156
C -0.400 0.588 3.206
O -0.063 1.372 4.069
H 3.464 2.080 -0.822
H 4.188 1.262 0.559
H 4.836 2.806 0.016
H 2.784 3.975 0.663
H 3.427 3.110 2.057
H 0.912 2.944 1.725
H 1.227 2.014 0.254
H 1.988 1.272 3.118
H 2.491 0.327 1.689
H 0.914 -2.499 -1.810
H -0.497 -2.321 -0.712
H 2.206 -0.804 -2.536
H 2.126 0.877 -3.096
H 3.111 -0.533 -4.878
H 1.684 -1.612 -4.830
H -0.355 0.995 -6.206
H -0.393 -0.697 -5.629
H -1.424 0.720 -3.892
H 0.004 1.798 -3.892
H -3.351 -2.327 1.202
H -5.043 -1.979 2.980
H -4.576 -0.451 4.854
H -2.402 0.751 4.958

> calculated total energy of number 1 (C34H46B2BrN7PbS3)?

-5717.64879 Ha

> Number 3 is which compound?

C10H16P2PtTe4

> Look up the calculated total energy of the fifth one.

-1693.37701 Ha

> Number 3 is which compound?

C10H16P2PtTe4